19
Properties=species:S:1:pos:R:3:forces:R:3 method="wB97M-V/def2-TZVPD" mol_weight_g_mol=87.2 lumo_energy_ev=0.969 smiles="C=CN.CCC" de_lowest_ev=1.225 multiplicity=1 homo_lumo_gap_ha=0.33215 homo_energy_ev=-8.1
C 1.4302 -0.5826 -3.0590 -0.35 0.68 -0.14
C 1.4620 -0.7682 -1.7439 0.57 -0.58 0.74
N 1.9053 -1.9180 -1.1226 0.38 -0.87 -0.16
H 1.7941 -1.2972 -3.7791 -0.08 -0.34 0.07
H 1.0240 0.3321 -3.4647 0.16 0.10 0.07
H 1.2668 -0.0146 -0.9866 -0.46 0.28 -0.47
H 2.0428 -2.7617 -1.6656 -0.09 0.37 0.09
H 1.8171 -2.0844 -0.1349 -0.15 0.36 -0.17
C -2.3777 0.8654 0.8148 0.14 0.02 -0.36
C -1.6655 1.4810 2.0308 -0.18 0.62 -0.90
C -0.4179 0.8077 2.5536 0.39 0.07 0.05
H -2.6960 1.6806 0.1624 -0.55 -0.04 0.18
H -3.2274 0.2304 1.0812 0.09 0.14 -0.06
H -1.7432 0.2939 0.1268 0.27 -0.16 0.50
H -2.4078 1.7140 2.8029 0.21 -0.37 0.11
H -1.3328 2.4725 1.7050 -0.01 0.02 0.04
H 0.3448 0.6748 1.7710 -0.27 0.26 0.04
H -0.0017 1.4871 3.3057 0.18 -0.44 0.08
H -0.5562 -0.1846 2.9669 -0.27 -0.12 0.32